No. 1
Here is 7 unconnected molecules or ions with the total composition C12H40BO12 from the Open Molecules 2025 dataset. Energies are from ωB97M-V/def2-TZVPD.

XYZ file:
```
65
Properties=species:S:1:pos:R:3:forces:R:3:lowdin_charge:R:1
B -0.821 0.054 0.485 0.34 -0.20 0.22 -0.302
H -1.115 1.198 0.402 -0.05 0.34 0.23 -0.015
H -1.714 -0.608 0.012 -0.41 0.01 -0.06 0.022
H 0.209 -0.226 -0.074 0.18 0.19 -0.33 0.010
H -0.599 -0.230 1.638 -0.37 -0.02 0.39 0.028
C 0.060 4.796 2.878 -1.04 -0.16 0.07 -0.245
C 0.931 3.581 2.731 0.10 -0.41 -0.18 -0.275
O 0.765 2.912 1.509 0.40 0.21 -0.22 -0.055
O -1.334 4.465 2.766 0.23 0.07 0.23 -0.075
H 0.218 5.513 2.076 0.28 0.03 0.03 0.120
H 0.248 5.248 3.860 0.14 0.23 -0.11 0.112
H 0.748 2.870 3.549 0.07 0.23 0.23 0.122
H 1.968 3.928 2.790 0.06 -0.22 0.00 0.119
H -0.014 2.345 1.521 -0.07 0.04 0.02 0.039
H -1.561 3.941 3.541 -0.11 -0.07 -0.05 0.078
C 3.793 -1.492 2.821 -0.60 1.25 0.05 -0.256
C 2.776 -0.723 2.000 -0.60 -0.94 0.04 -0.232
O 1.678 -1.612 1.788 0.28 -0.38 -0.19 -0.106
O 3.264 -1.802 4.105 0.27 -0.62 -0.35 -0.070
H 4.627 -0.806 2.973 0.30 -0.33 0.05 0.116
H 4.075 -2.365 2.227 0.23 -0.17 0.28 0.118
H 3.275 -0.477 1.054 -0.35 0.52 0.05 0.108
H 2.347 0.109 2.562 0.67 0.50 -0.19 0.125
H 0.937 -1.118 1.403 0.18 -0.02 0.06 -0.005
H 2.568 -2.439 3.906 -0.22 0.13 0.25 0.076
C 2.806 -0.313 -2.584 0.16 0.09 1.14 -0.248
C 3.209 -1.571 -1.827 0.90 -0.26 -0.50 -0.230
O 3.805 -2.506 -2.765 -0.55 -0.03 0.36 -0.089
O 2.243 0.635 -1.683 -0.10 -0.33 -0.36 -0.071
H 2.129 -0.589 -3.394 0.05 0.20 -0.14 0.111
H 3.729 0.159 -2.921 -0.13 -0.09 -0.53 0.118
H 2.386 -2.030 -1.275 -0.12 0.11 -0.08 0.119
H 4.017 -1.343 -1.128 -0.24 0.19 0.19 0.108
H 3.180 -3.232 -2.831 0.10 -0.08 -0.21 0.070
H 1.380 0.286 -1.421 -0.07 0.26 0.10 0.032
C -2.016 2.679 -2.438 -0.36 0.53 -0.69 -0.264
C -1.531 3.662 -3.491 0.80 -0.26 0.57 -0.254
O -1.663 5.010 -3.057 -0.38 -0.05 -0.01 -0.077
O -1.192 2.850 -1.312 -0.40 -0.14 0.05 -0.079
H -1.955 1.665 -2.851 -0.05 -0.04 0.08 0.112
H -3.066 2.940 -2.228 0.02 -0.30 0.16 0.122
H -2.047 3.545 -4.442 -0.05 -0.01 0.00 0.112
H -0.461 3.433 -3.596 -0.08 0.07 -0.38 0.119
H -1.656 4.977 -2.093 0.19 0.05 0.03 0.074
H -1.397 2.128 -0.687 0.35 0.41 -0.19 0.018
C -1.592 -3.257 1.977 0.52 -0.02 -0.67 -0.212
C -3.037 -2.839 2.128 -0.01 0.69 0.54 -0.229
O -3.149 -1.445 2.442 0.00 -0.18 -0.09 -0.084
O -1.092 -2.930 0.676 0.02 0.09 0.03 -0.121
H -1.407 -4.331 2.029 -0.44 -0.08 0.30 0.119
H -0.983 -2.768 2.744 -0.05 0.00 0.02 0.122
H -3.489 -3.314 3.001 -0.07 -0.33 -0.22 0.115
H -3.595 -3.047 1.211 -0.04 -0.31 0.08 0.114
H -2.645 -0.936 1.793 0.02 0.04 -0.02 0.025
H -1.048 -1.960 0.581 0.14 -0.18 0.28 -0.023
C -2.091 -3.007 -2.644 -0.01 -0.76 0.12 -0.259
C -1.518 -1.693 -3.124 0.52 0.24 0.00 -0.238
O -0.408 -1.212 -2.377 0.09 -0.29 -0.12 -0.093
O -2.884 -2.984 -1.472 -0.04 0.49 -0.39 -0.080
H -1.272 -3.728 -2.503 0.16 0.22 -0.02 0.121
H -2.703 -3.444 -3.440 -0.17 0.23 0.01 0.112
H -2.276 -0.906 -3.208 -0.18 -0.17 0.03 0.113
H -1.092 -1.878 -4.114 -0.22 0.05 -0.10 0.116
H -0.650 -0.988 -1.467 -0.22 0.08 -0.03 -0.005
H -2.292 -2.781 -0.730 -0.01 -0.36 0.14 0.026
```
Forces are in eV/Å.

The value obtained for the LUMO energy is 2.8 eV. The value obtained for the relative energy (zero: lowest compared OMol25 entry of this formula, charge and spin) is 0.449 eV. Its total charge is -1. The maximum force comes out at 1.39 eV/A. For the HOMO-LUMO gap, the calculation gives 9.92 eV. The HOMO energy comes out at -7.0898 eV.

***

No. 2
Here is a single C3H3F5 molecule from the Open Molecules 2025 dataset. Energies are from ωB97M-V/def2-TZVPD.

XYZ file:
```
11
Properties=species:S:1:pos:R:3:forces:R:3:lowdin_charge:R:1
C 1.300 -0.024 0.123 2.90 1.05 -1.27 0.022
C -0.035 0.599 -0.089 -2.20 -0.51 2.20 -0.509
C -1.224 -0.432 -0.060 2.17 -1.36 -0.04 -0.594
F -0.383 1.356 1.026 0.49 0.66 -0.68 0.069
F -0.167 1.301 -1.207 0.25 0.76 -0.41 0.143
F -0.922 -1.293 0.951 -0.69 0.38 0.19 0.130
F -1.216 -1.172 -1.160 0.24 -0.45 -1.07 0.165
F -2.428 0.031 0.056 -0.71 0.91 0.67 0.220
H 2.107 0.600 -0.478 -1.80 -1.31 0.76 0.136
H 1.224 -1.041 -0.320 0.65 0.54 0.66 0.102
H 1.744 0.073 1.159 -1.28 -0.67 -1.00 0.116
```
Forces are in eV/Å.

The value obtained for the LUMO energy is 0.9 eV. The value obtained for the relative energy (zero: lowest compared OMol25 entry of this formula, charge and spin) is 0.483 eV. The SMILES is CC(F)(F)C(F)(F)F. The maximum force comes out at 3.33 eV/A. For the HOMO-LUMO gap, the calculation gives 13.46 eV. The HOMO energy comes out at -12.5367 eV.

***

No. 3
Here is a single C3H6N2O3S molecule from the Open Molecules 2025 dataset. Energies are from ωB97M-V/def2-TZVPD.

XYZ file:
```
15
Properties=species:S:1:pos:R:3:forces:R:3:lowdin_charge:R:1
C 2.909 -1.677 0.285 -3.21 2.40 -2.20 0.082
C 1.183 0.019 -0.731 1.47 -0.54 3.96 -0.163
C 2.067 -0.826 -0.302 1.36 -1.73 1.95 -0.004
N -3.102 1.547 0.078 -0.93 2.59 0.66 -0.088
N -2.360 0.782 0.991 1.29 -1.78 -1.03 -0.249
O 0.386 0.779 0.166 1.27 0.19 -1.20 -0.104
O -1.526 -0.213 -1.241 0.01 0.47 -0.06 -0.284
O -0.993 -1.386 0.829 0.09 0.50 0.51 -0.274
S -1.453 -0.193 0.193 -1.96 -0.75 1.22 0.671
H 3.797 -1.441 0.690 3.15 1.63 0.99 0.022
H 2.787 -2.689 0.359 -1.26 -2.55 0.04 0.039
H 1.130 0.143 -1.710 -1.01 1.34 -4.09 0.076
H -2.735 1.508 -0.851 0.16 -0.23 -0.76 0.035
H -3.042 2.554 0.356 -0.05 -1.23 -0.07 0.092
H 0.952 1.093 0.889 -0.37 -0.30 0.09 0.149
```
Forces are in eV/Å.

The value obtained for the LUMO energy is 0.2 eV. The value obtained for the relative energy (zero: lowest compared OMol25 entry of this formula, charge and spin) is 5.854 eV. The maximum force comes out at 4.57 eV/A. For the HOMO-LUMO gap, the calculation gives 8.80 eV. The HOMO energy comes out at -8.5989 eV.

***

Number 1: E_tot -1408.8778 a.u.. Number 2: E_tot -615.4475 a.u.. Number 3: E_tot -851.1185 a.u..